19
Properties=species:S:1:pos:R:3:forces:R:3 method="wB97M-V/def2-TZVPD" smiles=[NH3+][C@@H](CO)CCO multiplicity=1 orbital_gap_ev=11.427 total_charge=+1 homo_ev=-14.74 energy_ha=-364.5489 e_above_lowest_kj_mol=226.64
H 3.09986 0.38971 0.56621 0.4 -1.0 0.0
H -2.97364 -1.56568 -1.14724 0.6 0.8 0.0
H 1.97627 0.88665 1.87490 0.3 -0.7 -0.5
O -2.31190 -0.84302 -1.07656 0.3 -0.2 1.1
H -0.44725 0.74312 -1.60992 0.3 0.2 0.6
H 1.35564 -0.86528 -0.60947 -1.0 0.4 1.2
C -0.43611 -0.09403 0.40491 -1.5 0.4 0.1
H -0.87470 -2.16646 -0.40930 -0.9 2.0 2.0
C 0.99073 -0.55785 0.45253 3.7 0.2 -2.5
C -1.43633 -1.21645 0.09750 0.0 -2.8 -4.4
C 2.07069 0.54100 0.82094 -2.7 1.4 0.9
H -0.72268 0.37245 1.34903 0.1 0.1 0.0
H 1.24293 -1.48182 0.97777 -0.9 0.1 0.5
N -0.74861 1.00933 -0.65810 -0.2 0.0 0.1
H 1.87323 1.58164 -0.80685 0.3 0.4 0.0
H -2.17849 -1.51626 0.81290 0.6 0.0 1.1
H -0.37953 1.92950 -0.37181 0.4 -0.6 -0.2
O 1.66700 1.74418 0.12284 0.2 -0.1 -0.5
H -1.76711 1.10927 -0.79029 0.1 -0.4 0.4


14
Properties=species:S:1:pos:R:3:forces:R:3 method="wB97M-V/def2-TZVPD" smiles="CC(=O)[C@H](C)O" multiplicity=1 orbital_gap_ev=11.005 homo_ev=-10.11 energy_ha=-307.6668 e_above_lowest_kj_mol=119.80
C -1.61287 0.63486 -0.96245 0.1 0.0 0.3
H -2.05631 1.17626 -0.12800 0.2 0.0 0.1
C -0.54089 -0.40120 -0.56621 0.0 -0.5 -0.2
C 1.58081 0.73523 0.19343 0.0 0.1 -0.1
H 1.87328 0.66462 -0.85848 0.1 0.2 0.1
H -1.26513 1.37725 -1.69849 0.3 -0.3 0.4
H -2.40117 0.07290 -1.48488 0.3 0.1 0.3
O -0.51687 -1.38387 -1.28643 -0.1 0.3 0.2
O 1.28947 -1.65279 0.34414 0.0 0.0 -0.1
H 0.81078 -2.00023 -0.43850 0.3 -0.4 0.1
H 2.47820 0.68346 0.81772 -0.2 0.1 -0.1
H 1.05228 1.67458 0.38552 0.2 0.0 -0.1
C 0.66194 -0.42265 0.53407 -0.5 0.3 -0.3
H 0.43832 -0.34864 1.61745 -0.8 0.1 -0.7


20
Properties=species:S:1:pos:R:3:forces:R:3 method="wB97M-V/def2-TZVPD" multiplicity=1 orbital_gap_ev="7.738 / 9.252" total_charge=+1 homo_ev="-11.67 / -14.04" energy_ha=-481.6759 e_above_lowest_kj_mol=324.31
H 2.45514 -1.42453 0.81744 -0.2 -0.8 0.3
C -1.65501 0.39954 -0.13096 -1.8 -0.9 0.3
C 3.15929 0.83572 -0.61222 -0.5 0.0 -1.1
H -2.43214 -1.53806 0.42934 -0.4 1.3 0.5
H -4.22270 0.42931 -1.05811 -0.3 1.1 -0.6
H 3.70424 0.35343 -1.42013 -0.4 -0.1 -0.2
C 1.58832 -0.90468 0.47292 -0.1 0.9 -1.2
C 0.22865 -1.00021 0.58594 2.0 0.9 0.6
H 0.45893 1.88941 -0.90829 0.9 -0.9 -0.2
C -2.74236 -0.51185 0.09808 1.2 -1.6 -0.8
F -1.88074 1.43984 -0.88910 0.0 1.0 -0.3
H -4.84696 -1.00716 -0.19940 0.3 -0.6 0.0
H -1.22798 1.18755 2.26883 -0.1 0.0 0.0
N -0.29078 0.18002 0.04145 0.2 -2.0 -0.7
H 3.80729 0.85185 0.20329 0.8 -0.1 1.7
N 1.87936 0.21458 -0.28697 -2.1 1.4 -0.2
C -3.99710 -0.39597 -0.44936 1.0 0.3 1.1
H 2.91799 1.85666 -0.85978 0.2 0.3 -0.3
H -0.25310 -1.68295 1.23818 -0.8 -0.3 0.0
C 0.70172 0.87203 -0.54878 0.1 -0.1 1.0